1.
The following is a DFT calculation (ωB97M-V/def2-TZVPD) of a structure of composition C27H45BrN2O2P2Ti.

2S+1: 3
HOMO level (alpha / beta) in hartree: -0.44983 / -0.45261
Net charge: +2
Kohn-Sham gap (alpha / beta) in eV: 6.214 / 3.640
<S²>: 2.009

Last column: Mulliken charge in e.
Cartesian coordinates (Å):
H -1.205 3.742 -0.012  0.7904
H -1.711 -0.711 -3.527  0.1601
N 1.203 0.419 3.711  -0.1968
C -0.413 -2.056 -2.403  -0.5019
C -5.318 0.192 3.024  0.7944
H 5.278 -0.515 -4.055  0.2999
H -4.811 -1.517 5.974  0.3579
C -3.970 1.535 -1.470  -0.5264
H 0.515 -1.797 -2.933  0.1412
O 1.089 2.823 1.090  -0.6240
C -5.186 -1.259 4.970  -0.3329
H -1.424 -2.290 -4.291  0.4406
C -1.595 -1.784 -3.329  -1.1406
C 0.395 -2.404 0.234  -0.9896
H 4.680 -1.396 0.050  0.3699
H -6.604 -0.655 1.485  0.4802
H -7.023 -2.753 2.667  0.3618
C -1.837 2.860 -0.166  -0.1213
H 5.487 3.629 -1.360  0.3725
H -4.230 0.654 4.885  0.4080
C -4.868 -0.039 4.346  -0.5252
H 1.862 -0.130 3.122  0.3024
H 6.692 -2.158 -1.233  0.4095
H 5.162 1.272 -4.007  0.2597
H -3.402 3.411 1.300  0.6279
H 2.531 -2.041 0.493  0.0645
H 3.016 -0.818 -3.214  0.2643
Br 1.688 2.970 -1.831  -0.5269
H -2.395 -0.035 -0.315  -1.0319
H 0.277 -0.043 3.624  0.2760
H -4.470 2.155 2.687  0.3677
C -2.097 -1.089 -0.241  0.6182
C -4.027 1.859 -0.068  0.2578
H -2.537 -2.183 -2.929  0.3520
C -3.116 2.799 0.443  -1.0197
H 2.057 -3.734 0.592  0.4393
C 3.455 0.201 -3.119  -0.4204
H -2.097 -0.850 1.914  0.1733
H 4.335 2.244 -0.039  0.3233
H 0.621 2.508 3.965  0.3366
H 5.771 1.206 -0.328  0.5138
P -0.316 -1.062 -0.839  0.9041
H -0.352 -3.128 -2.159  0.5044
H 4.665 2.834 -2.734  0.3050
H -3.460 -1.766 1.286  0.3407
C -2.381 -1.601 1.164  -1.2667
C -2.724 1.539 -2.078  -0.1448
C -6.424 -1.971 3.149  -0.3838
H -0.235 -3.295 0.072  0.5819
N -5.942 -2.199 4.365  -0.5791
Ti 0.086 1.796 -0.481  0.3280
H 6.402 -0.953 -2.486  0.1937
H -2.723 -1.602 -0.983  0.5088
H 6.361 2.365 -2.283  0.3535
C 5.368 2.670 -1.895  -1.3334
H 2.267 2.231 3.305  0.3773
H -1.871 -2.544 1.392  0.3994
H 2.141 -2.937 -0.991  0.2341
H 2.639 0.919 -3.335  0.3566
C -1.650 1.957 -1.264  -0.5219
C 4.597 0.340 -4.116  -1.3113
C -4.876 1.270 2.176  -0.3013
H 4.272 -2.002 -1.555  0.2996
C 4.896 1.687 -0.820  -0.3863
H -2.519 1.270 -3.121  0.8219
H 1.507 0.303 4.678  0.4336
C 0.744 1.907 1.897  1.0342
H 6.838 -0.426 -0.846  0.3443
P 3.776 0.312 -1.295  0.6036
C 4.796 -1.188 -1.025  -0.5876
O 0.104 0.896 1.434  -0.3307
H -5.481 0.347 0.310  0.2449
C 6.266 -1.165 -1.424  -1.1548
C -6.168 -0.781 2.462  -0.4388
C 1.221 1.880 3.286  -0.9275
H -4.920 1.276 -1.981  0.4486
H 4.148 0.347 -5.117  0.4232
C -4.911 1.134 0.808  -0.3574
H 0.223 -2.088 1.273  0.3794
C 1.860 -2.791 0.060  -1.0009

***

2.
The following is a DFT calculation (ωB97M-V/def2-TZVPD) of an isolated molecule of C3H2N2O2.

2S+1: 1
HOMO level in hartree: -0.40964
Relative energy (zero: lowest compared OMol25 entry of this formula, charge and spin) in eV: 4.549
Kohn-Sham gap in eV: 9.377
SMILES: C=C(C#N)[N+](=O)[O-]

Last column: Mulliken charge in e.
Cartesian coordinates (Å):
C 0.583 0.531 1.395  0.2676
C 0.042 0.001 0.196  0.3100
N 1.117 1.006 2.307  -0.3721
O -0.573 -1.678 -1.148  -0.5497
O 0.711 -2.137 0.528  -0.5390
N 0.100 -1.371 -0.187  0.9388
H -0.731 0.719 -1.802  0.2572
C -0.480 0.959 -0.720  -0.6256
H -0.768 1.970 -0.570  0.3128

***

3.
The following is a DFT calculation (ωB97M-V/def2-TZVPD) of a structure of composition C5H11NO.

2S+1: 1
HOMO level in hartree: -0.35237
Relative energy (zero: lowest compared OMol25 entry of this formula, charge and spin) in eV: 3.801
Kohn-Sham gap in eV: 10.525

Last column: Mulliken charge in e.
Cartesian coordinates (Å):
H 1.814 -0.048 2.288  0.4013
C -2.353 -1.208 -1.340  -0.8761
N -1.032 -0.877 -0.821  -0.3981
C -0.790 0.271 -0.258  0.3905
C 1.019 0.040 0.266  0.4957
H 1.066 2.181 0.075  0.3015
C 1.690 1.324 -0.195  -1.3260
H -3.088 -0.437 -1.087  0.3120
H -2.681 -2.160 -0.912  0.2916
H 1.843 1.339 -1.280  0.3316
H 1.679 -0.802 -0.044  0.3865
H -2.317 -1.316 -2.429  0.2767
H 0.299 -0.749 -0.498  0.2840
H 0.240 0.759 2.145  0.3110
H 2.667 1.442 0.289  0.3949
H 0.342 -1.010 2.044  0.3456
C 0.846 -0.075 1.776  -1.3737
O -1.233 1.333 0.057  -0.5489

***

4.
The following is a DFT calculation (ωB97M-V/def2-TZVPD) of a cluster of 2 separate species, C2H8ClN2O2 in total.

2S+1: 1
HOMO level in hartree: -0.52549
Relative energy (zero: lowest compared OMol25 entry of this formula, charge and spin) in eV: 3.289
Net charge: +1
Kohn-Sham gap in eV: 9.753

Last column: Mulliken charge in e.
Cartesian coordinates (Å):
N 0.059 -0.817 0.171  -0.2105
H 0.846 -1.434 -0.054  0.2498
H -1.488 1.990 0.849  0.3631
C -1.295 1.189 0.066  -0.1857
O 2.716 -0.945 -0.086  -0.5694
H -1.391 1.687 -1.041  0.2614
C 0.067 0.446 -0.115  0.4430
Cl 2.996 -1.967 -1.367  0.1504
H 3.318 -0.774 0.626  0.3437
H -2.838 0.330 1.209  0.2319
H -0.812 -1.248 0.237  0.2446
H -2.964 -0.080 -0.304  0.2145
O 1.117 1.032 -0.421  -0.4338
H 1.940 0.445 -0.186  0.4981
N -2.272 0.145 0.416  -0.6011

***

5.
The following is a DFT calculation (ωB97M-V/def2-TZVPD) of a structure of composition C21H40Cl3N4O3SSiSn.

2S+1: 1
HOMO level in hartree: -0.01331
Relative energy (zero: lowest compared OMol25 entry of this formula, charge and spin) in eV: 0.679
Net charge: -1
Kohn-Sham gap in eV: 2.734

Last column: Mulliken charge in e.
Cartesian coordinates (Å):
C -1.039 -3.008 1.017  -0.3808
H -1.648 3.635 -1.608  0.3739
H -0.620 2.829 -0.398  0.1050
Cl -0.575 -0.189 2.900  -0.3191
H 3.661 -1.051 4.360  0.2047
N -1.450 -4.250 0.796  0.5710
O -0.550 0.191 -0.422  0.0515
H 2.268 4.575 3.845  0.2583
H 5.936 3.642 1.582  0.3224
H -2.278 3.292 0.011  0.3144
H 1.277 -3.658 4.056  0.1879
H -1.135 -5.434 -0.929  0.2778
H -3.279 -3.857 1.747  0.3070
C -0.662 -5.225 0.040  -1.0099
H -4.940 -3.803 -1.741  0.3793
C 5.190 4.083 0.914  -0.9347
C -4.765 -2.128 -0.384  -0.6651
O 0.121 -2.614 0.671  -0.9976
H -0.641 -6.163 0.605  0.3785
C 2.949 3.874 3.333  -0.7509
N 2.973 -1.798 4.391  -0.5130
H 5.132 6.239 3.258  0.2975
H 2.371 2.989 3.034  0.1155
H -2.585 1.914 -4.480  0.2846
C -2.790 -4.665 1.195  -1.0964
H 0.900 -3.205 2.373  0.1717
H -1.725 -2.335 1.558  0.3442
C 4.384 6.416 2.466  -1.0375
H -2.511 3.308 -3.350  0.3597
H -4.265 -0.395 0.855  0.4287
C -3.042 -2.789 -1.962  -0.7034
C -2.242 -1.738 -1.523  0.7086
H 5.661 4.925 0.387  0.2709
H -3.405 -4.915 0.320  0.3702
H -3.073 0.322 -2.698  0.3887
H 0.819 -0.037 -4.987  0.3504
H 0.870 -2.181 -2.208  0.3866
Cl 1.859 1.802 0.711  -0.5210
H 2.730 -2.275 5.249  0.2134
H -2.727 -5.553 1.836  0.3905
H -0.715 -0.302 -4.124  0.1516
C -2.166 1.567 -1.242  0.4814
C -2.719 -0.847 -0.569  -0.0447
H -1.251 -1.556 -1.940  -0.1921
H 1.866 1.522 -3.653  0.4382
C 0.351 -0.582 -4.160  -0.8445
H -5.746 -2.296 0.087  0.3292
C -3.954 -1.074 0.050  -0.1831
Cl 2.218 5.021 0.461  -0.2889
N 1.428 -3.069 3.242  -0.3254
H 4.906 3.338 0.169  0.2327
C -1.644 2.898 -0.797  -1.4181
C -2.966 2.321 -3.527  -1.5938
Si 3.725 4.734 1.862  0.6160
C 1.390 1.161 -2.733  -0.8398
H 3.728 3.564 4.046  0.2871
C -1.921 0.419 -0.268  -0.3219
H 4.884 6.950 1.643  0.2640
S 2.915 -1.347 1.811  -0.2443
N 1.044 -0.246 -2.929  0.5061
H -2.130 0.748 0.760  0.6210
H 0.357 -4.861 -0.116  0.2680
C -2.709 1.325 -2.449  0.0391
H 0.481 1.759 -2.562  0.1187
C 1.276 -1.175 -2.005  -0.1967
Sn 0.852 -0.338 0.945  0.2458
O 1.919 -0.949 -0.938  -0.5732
H 3.595 7.060 2.878  0.2874
H -2.668 -3.459 -2.737  0.4163
C 2.378 -2.143 3.252  0.7853
H 0.425 -1.664 -4.328  0.3223
C -4.309 -2.973 -1.406  -0.7000
H -4.052 2.459 -3.666  0.3009
H 2.060 1.265 -1.876  0.1716

***

6.
The following is a DFT calculation (ωB97M-V/def2-TZVPD) of a structure of composition C35H38FN3O4Pt.

2S+1: 1
HOMO level in hartree: -0.18739
Kohn-Sham gap in eV: 4.180

Last column: Mulliken charge in e.
Cartesian coordinates (Å):
C -0.043 -2.776 6.454  -0.9414
C -3.177 -3.945 9.903  -0.6436
H -1.557 -6.129 10.173  0.3413
C 0.864 -0.483 -6.262  -0.7543
N 1.652 -1.838 5.000  0.1875
H -1.513 -0.310 -2.917  0.4117
H -1.210 -3.069 8.621  0.5239
C 1.919 -1.142 1.295  -0.0293
C 0.233 2.640 -3.641  -0.2842
N -1.678 -3.709 7.968  0.4808
C -2.175 -3.384 5.517  0.3078
H 1.758 0.117 -6.388  0.4652
H 0.607 -2.690 7.316  0.5645
H 3.093 -1.207 3.635  0.6456
H 3.251 0.273 5.452  0.3429
H 3.041 1.392 -1.305  0.3285
C 0.025 -0.719 -7.344  -0.4888
C 2.488 1.874 -3.329  -0.5410
O -0.856 -2.199 1.799  -0.6683
C -0.067 -2.085 2.709  1.2200
H -2.328 -2.577 -5.784  0.3726
C -1.328 2.818 -1.663  0.6772
N -1.812 -4.016 10.407  -0.4632
C 0.561 -1.004 -5.016  -0.0838
C -1.113 -5.175 9.865  -0.6427
H 0.062 -3.628 -1.992  0.3577
C -1.425 -1.994 -5.904  -0.1742
C -1.122 -1.474 -7.158  -0.7328
C -0.472 -2.482 4.096  0.2494
H 1.208 -0.794 -4.171  0.2673
H -2.394 -3.062 3.406  0.6076
H 3.048 -2.669 6.379  0.3518
H 1.213 -2.851 -3.065  0.3900
C 2.063 -1.529 3.714  -0.3868
H 1.637 2.381 -5.237  0.4510
Pt -0.103 -0.843 -0.859  -0.2586
H 2.566 -1.001 8.196  0.3168
C 1.470 2.310 -4.169  -0.6343
C 0.225 -3.308 -3.022  -1.8456
H -0.082 -5.154 10.214  0.4152
C 1.026 2.087 -1.437  -0.5673
H -0.181 -5.190 7.865  0.4451
H -1.842 -5.788 7.872  0.3500
C -0.860 -2.300 -3.411  3.2513
H -3.681 -4.338 7.801  0.4123
C 3.412 -0.494 6.196  -0.9315
H -3.045 -2.292 -3.539  0.4407
C 0.005 2.530 -2.271  0.7611
C 2.580 -1.732 6.091  -0.1895
H -3.202 3.809 -1.870  0.3676
F -3.413 -3.907 5.666  -0.3306
C -1.321 -3.277 6.607  -0.6049
H 0.261 -0.314 -8.321  0.3852
C 1.302 -1.609 2.610  0.1261
H -3.728 -4.880 10.057  0.3046
H -1.776 -3.992 11.416  0.3008
C -2.337 3.590 -2.490  -1.4466
H 0.204 -4.174 -3.691  0.4177
O -1.605 2.445 -0.545  -0.5962
H -2.656 2.996 -3.350  0.3119
H 0.834 1.981 -0.380  0.5018
C 2.267 1.763 -1.963  -0.4247
H -3.465 -2.622 8.154  0.4686
C -1.751 -2.986 4.276  -0.5631
H 3.453 1.607 -3.744  0.3814
C -1.158 -5.073 8.325  -0.5668
H 1.418 -0.124 7.072  0.2674
H -2.294 -3.851 -3.937  0.4543
C -2.232 -2.975 -3.285  -2.2178
C 2.307 -0.731 7.181  -0.5025
O 3.005 -1.616 0.999  -0.6684
C -3.118 -3.626 8.391  -0.7268
H -1.902 4.514 -2.873  0.3923
H -0.558 2.967 -4.304  0.2636
H 4.435 -0.609 6.521  0.2595
O 1.230 -0.243 0.700  -0.7014
C -0.586 -1.776 -4.816  -0.3964
H -3.710 -3.154 10.424  0.3767
H -1.789 -1.661 -7.991  0.3623
C 0.398 -2.358 5.193  -0.1276
H -2.369 -3.298 -2.254  0.4055
C -0.910 -1.114 -2.459  -1.1492

***

7.
The following is a DFT calculation (ωB97M-V/def2-TZVPD) of a cluster of 2 separate species, C3H8N3O2 in total.

2S+1: 1
HOMO level in hartree: -0.07855
Relative energy (zero: lowest compared OMol25 entry of this formula, charge and spin) in eV: 4.915
Net charge: -1
Kohn-Sham gap in eV: 6.148

Last column: Mulliken charge in e.
Cartesian coordinates (Å):
N -1.098 -0.164 0.278  -0.4100
H -0.878 0.042 1.249  0.2358
O 1.813 -0.100 1.382  -0.3865
O 1.877 -2.174 0.432  -0.4415
H -2.108 -1.948 -0.395  0.2523
H -0.873 -2.068 0.949  0.2318
H 0.741 2.004 0.404  0.1399
C 0.958 1.864 -0.742  -0.7874
C 1.705 -1.042 0.696  0.5568
H 2.005 1.770 -0.935  0.1985
H 0.583 2.863 -1.068  0.4236
N 0.183 0.793 -1.418  -0.2977
H -0.720 1.260 -1.936  0.2798
C -1.689 -1.463 0.524  -0.7619
H -2.400 -1.310 1.334  0.3293
N -0.096 -0.328 -0.754  -0.5629

***

8.
The following is a DFT calculation (ωB97M-V/def2-TZVPD) of a structure of composition C32H45BN4O5S5Ta.

2S+1: 1
HOMO level in hartree: -0.16247
Net charge: -1
Kohn-Sham gap in eV: 6.311

Last column: Mulliken charge in e.
Cartesian coordinates (Å):
C -2.254 3.466 1.547  -2.0346
H -1.163 3.447 1.579  0.1230
H -2.532 2.107 -3.228  0.1748
H -4.104 2.503 -2.505  0.2983
O 0.348 2.886 -0.612  -0.4117
H -4.732 3.725 0.760  0.5032
N 3.551 0.557 2.553  0.5032
H -4.981 -1.022 -1.540  0.2846
H 2.497 -4.054 -4.299  0.3792
C -1.343 -1.286 3.349  -1.7394
C 4.007 -2.414 1.329  -0.1507
N 3.127 -1.968 2.261  0.5312
C -2.799 2.895 0.226  1.8765
H 1.562 -4.548 0.992  0.4361
H 5.379 3.048 1.501  0.4909
H -0.287 -1.088 3.164  0.1015
C -4.944 -0.043 -2.019  -1.7772
O 2.171 3.317 -2.194  -0.7337
H -2.808 -1.616 -2.730  0.2371
H 4.613 -2.744 -4.263  0.3698
H 2.881 3.691 -0.028  0.2832
H -2.567 4.510 1.620  0.5362
H 5.093 -4.365 -0.137  0.3758
C -3.535 1.735 -3.023  -2.0256
C 3.773 -2.448 -3.648  -0.7024
C 2.199 -3.746 1.321  -0.5741
H -1.410 -3.792 2.317  0.5301
H -2.966 -1.760 -0.649  0.5745
S 0.748 3.155 -2.117  1.1905
S 0.925 1.200 2.108  -0.2951
S 0.153 1.322 -2.770  -0.4990
H -4.569 1.996 1.127  0.2348
H -0.373 -2.834 1.247  -0.2518
H 1.683 3.762 1.273  0.2048
H -5.493 0.659 -1.390  0.3128
H -1.646 1.212 2.109  1.3864
H 2.288 -0.736 3.926  -0.0821
H -5.459 -0.115 -2.980  0.4822
B 3.310 -0.820 3.285  -0.6934
C -4.324 2.776 0.401  -1.5644
C 2.659 1.430 2.084  -0.2470
C 2.744 3.717 1.051  -0.9981
H -3.553 -2.837 3.211  0.4701
C 2.795 -0.930 -2.035  -0.2139
H 4.283 -1.011 3.975  -0.1459
C 1.532 -2.801 -2.864  -1.1991
H -4.820 2.534 -0.537  0.2214
H 3.550 -5.234 -0.382  0.3156
Ta 0.113 0.881 -0.233  0.5398
H -1.792 -0.377 3.755  0.3025
C -2.062 -1.745 2.082  2.2157
C 2.593 -3.182 -3.664  -0.7218
C -3.492 0.419 -2.253  2.2787
C -2.115 -0.655 1.031  0.5748
C -2.483 3.966 -0.826  -1.6891
H -4.028 1.554 -3.982  0.6033
C -2.820 -0.619 -3.170  -1.5308
S 0.120 -1.392 -1.105  0.0590
H -1.938 -3.398 0.673  0.2692
C -2.799 0.435 -0.886  0.3738
O -0.051 4.223 -2.646  -0.6724
H 3.904 -3.740 -1.285  0.3148
H 3.248 4.582 1.480  0.4423
C 2.026 -2.798 2.263  -0.7311
C -1.782 0.730 1.156  -1.4016
O 4.043 0.961 -1.309  -0.7036
H 0.611 -3.371 -2.875  0.5005
C 4.658 2.322 1.829  -0.5639
C 1.608 -1.674 -2.038  1.4707
H 1.206 -2.622 2.936  0.7672
H -2.507 3.614 -1.847  0.1170
H 5.676 0.548 2.672  0.5358
H -4.044 -1.182 2.807  0.3325
C 3.863 -1.338 -2.832  -0.7646
H -2.644 2.946 2.423  0.3961
C 4.801 1.105 2.397  -0.5576
C -1.402 -3.017 1.545  -1.5717
C 3.030 0.318 -1.239  -0.4749
H -1.792 -0.344 -3.395  0.0918
H -3.373 -0.670 -4.111  0.5652
C -3.524 -2.068 2.435  -1.9206
H -3.213 4.776 -0.726  0.5166
C 4.028 -4.256 -0.333  -0.9333
N 3.429 -3.501 0.741  0.3835
O 2.031 0.655 -0.431  1.1189
H 4.766 -0.745 -2.782  0.4712
C -2.288 1.443 -0.006  1.3037
N 3.308 2.520 1.647  0.3588
S 5.541 -1.821 0.950  -0.4810
H -1.498 4.391 -0.666  0.2581
H -4.068 -2.439 1.564  0.2989
H -1.417 -2.064 4.112  0.4462
C -2.680 -0.811 -0.220  -1.2775

***

| no. | molecular weight (g/mol) | energy (a.u.) | largest force on an atom (eV Å⁻¹) |
| --- | --- | --- | --- |
| 1 | 619.39 | -5421.3765 | 3.1 |
| 2 | 98.06 | -375.3443 | 6.4 |
| 3 | 101.15 | -326.9917 | 0.6 |
| 4 | 127.55 | -800.8547 | 3.6 |
| 5 | 681.80 | -3551.6321 | 3.9 |
| 6 | 778.78 | -2040.7368 | 0.4 |
| 7 | 118.12 | -433.7672 | 4.1 |
| 8 | 917.83 | -3914.7543 | 0.9 |